This record from the Open Molecules 2025 dataset describes a molecular structure, C3H6O2. The level of theory is ωB97M-V/def2-TZVPD.

CARTESIAN COORDINATES (ANGSTROEM)
C  1.199  -0.789  -0.657
C  0.277  -0.046  0.108
O  0.808  0.247  1.245
C  -1.126  0.388  -0.161
O  -1.823  0.761  0.991
H  2.073  -0.206  -0.956
H  0.858  -1.479  -1.423
H  1.608  -0.585  0.775
H  -1.654  -0.432  -0.661
H  -1.069  1.214  -0.889
H  -1.164  0.964  1.670

## Properties
E_HOMO ... -9.084 eV
Energy relative to the best compared isomer or geometry (same formula, charge and spin) ... 355.9 kJ/mol
Gap between HOMO and LUMO ... 9.8 eV

***

This record from the Open Molecules 2025 dataset describes a single C3H6O2 molecule at a distorted geometry. The level of theory is ωB97M-V/def2-TZVPD.

CARTESIAN COORDINATES (ANGSTROEM)
O  -1.810  -0.309  0.842
C  -0.906  -0.400  -0.158
C  0.036  0.767  -0.470
C  1.183  -0.095  0.046
O  0.312  -1.183  0.445
H  -0.995  -0.417  1.533
H  -1.357  -0.927  -0.999
H  0.079  1.033  -1.527
H  -0.174  1.655  0.127
H  1.877  -0.425  -0.732
H  1.754  0.301  0.893

## Properties
SMILES string ... O[C@H]1CCO1
E_HOMO ... -10.249 eV
Energy relative to the best compared isomer or geometry (same formula, charge and spin) ... 218.8 kJ/mol
Gap between HOMO and LUMO ... 11.3 eV

***

This record from the Open Molecules 2025 dataset describes a single C3H6O2 molecule. The level of theory is ωB97M-V/def2-TZVPD.

CARTESIAN COORDINATES (ANGSTROEM)
C  0.689  -0.838  -1.289
C  -0.066  0.073  -0.346
O  0.289  -0.325  1.003
C  -0.202  0.273  2.061
O  -1.031  1.248  1.653
H  0.408  -1.882  -1.124
H  0.459  -0.577  -2.327
H  1.768  -0.739  -1.140
H  -1.150  -0.015  -0.464
H  0.202  1.125  -0.485
H  -1.366  1.658  2.460

## Properties
E_HOMO ... -9.134 eV
Energy relative to the best compared isomer or geometry (same formula, charge and spin) ... 221.4 kJ/mol
Gap between HOMO and LUMO ... 10.0 eV

***

This record from the Open Molecules 2025 dataset describes a molecular structure, C3H6O2 at a distorted geometry. The level of theory is ωB97M-V/def2-TZVPD.

CARTESIAN COORDINATES (ANGSTROEM)
O  1.034  -1.462  -0.784
C  0.009  -1.178  0.111
C  -0.194  0.114  0.743
C  0.058  1.332  -0.020
O  -1.162  1.029  -0.579
H  1.287  -0.635  -1.214
H  -0.955  -0.793  -0.428
H  -0.206  -2.067  0.698
H  -0.888  0.154  1.575
H  0.935  1.268  -0.676
H  0.083  2.252  0.563

## Properties
E_HOMO ... -9.039 eV
Energy relative to the best compared isomer or geometry (same formula, charge and spin) ... 424.5 kJ/mol
Gap between HOMO and LUMO ... 9.3 eV

***

This record from the Open Molecules 2025 dataset describes 2 unconnected molecules or ions with the total composition C3H6O2 at a distorted geometry. The level of theory is ωB97M-V/def2-TZVPD.

CARTESIAN COORDINATES (ANGSTROEM)
C  -0.064  -0.925  -1.732
C  0.434  -1.708  -0.780
C  -1.045  2.212  -0.863
O  0.901  -1.374  0.476
O  -1.724  2.010  0.222
H  -0.181  -1.359  -2.655
H  0.049  0.210  -1.888
H  0.340  -2.783  -0.844
H  -1.686  2.229  -1.851
H  0.967  -0.468  0.704
H  -2.673  1.755  0.269

## Properties
E_HOMO ... -8.738 eV
Energy relative to the best compared isomer or geometry (same formula, charge and spin) ... 506.7 kJ/mol
Gap between HOMO and LUMO ... 9.2 eV

***

This record from the Open Molecules 2025 dataset describes 2 unconnected molecules or ions with the total composition C3H6O3. The level of theory is ωB97M-V/def2-TZVPD.

CARTESIAN COORDINATES (ANGSTROEM)
O  0.740  -0.093  -2.466
C  0.975  0.845  -1.822
O  1.207  1.783  -1.163
C  0.364  -0.849  0.796
C  -0.991  -0.238  0.452
O  -1.083  1.141  0.749
H  0.345  -1.933  0.642
H  0.613  -0.638  1.840
H  1.186  -0.454  0.187
H  -1.249  -0.441  -0.601
H  -1.764  -0.718  1.060
H  -0.342  1.596  0.328

## Properties
SMILES string ... O=C=O.CCO
E_HOMO ... -10.370 eV
Energy relative to the best compared isomer or geometry (same formula, charge and spin) ... 11.3 kJ/mol
Gap between HOMO and LUMO ... 10.9 eV

***

This record from the Open Molecules 2025 dataset describes a molecular structure, C3H6O3 at a distorted geometry. The level of theory is ωB97M-V/def2-TZVPD.

CARTESIAN COORDINATES (ANGSTROEM)
C  -1.333  0.474  0.067
C  0.893  0.425  -0.015
C  0.264  -0.785  0.214
O  2.576  -0.284  -0.138
O  -1.976  -0.040  -1.055
O  0.053  -1.925  0.296
H  2.883  -0.542  0.746
H  -2.206  -0.967  -0.898
H  -1.286  1.557  -0.017
H  -1.814  0.213  1.014
H  0.927  0.778  -1.038
H  1.017  1.096  0.824

## Properties
E_HOMO ... -8.010 eV
Energy relative to the best compared isomer or geometry (same formula, charge and spin) ... 530.6 kJ/mol
Gap between HOMO and LUMO ... 8.4 eV

***

This record from the Open Molecules 2025 dataset describes a single C3H6O3 molecule at a distorted geometry. The level of theory is ωB97M-V/def2-TZVPD.

CARTESIAN COORDINATES (ANGSTROEM)
C  -1.250  -1.343  0.685
O  -0.927  0.053  0.564
C  0.336  0.253  0.261
O  1.168  -0.645  0.297
C  0.674  1.526  -0.484
O  1.110  0.819  -1.635
H  -1.031  -1.846  -0.263
H  -0.669  -1.814  1.479
H  -2.313  -1.359  0.900
H  -0.189  2.192  -0.630
H  1.490  2.118  -0.042
H  1.602  0.045  -1.131

## Properties
SMILES string ... COC(=O)CO
E_HOMO ... -10.318 eV
Energy relative to the best compared isomer or geometry (same formula, charge and spin) ... 159.2 kJ/mol
Gap between HOMO and LUMO ... 11.2 eV

***

This record from the Open Molecules 2025 dataset describes a single C3H6O3 molecule. The level of theory is ωB97M-V/def2-TZVPD.

CARTESIAN COORDINATES (ANGSTROEM)
C  1.976  -0.457  0.002
O  0.750  -0.361  0.728
C  -0.158  0.464  0.188
O  0.095  1.497  -0.384
C  -1.550  -0.126  0.276
O  -2.384  0.420  -0.705
H  1.752  -0.447  -1.068
H  2.665  0.355  0.231
H  2.397  -1.422  0.284
H  -1.443  -1.202  0.106
H  -1.943  0.009  1.295
H  -2.031  1.299  -0.909

## Properties
SMILES string ... COC(=O)CO
E_HOMO ... -10.577 eV
Energy relative to the best compared isomer or geometry (same formula, charge and spin) ... 96.3 kJ/mol
Gap between HOMO and LUMO ... 11.4 eV

***

This record from the Open Molecules 2025 dataset describes a single C3H6O3 molecule. The level of theory is ωB97M-V/def2-TZVPD.

CARTESIAN COORDINATES (ANGSTROEM)
O  1.833  1.331  0.065
C  1.076  0.615  0.680
C  0.377  -0.547  -0.003
O  0.638  -0.492  -1.381
C  -1.127  -0.429  0.211
O  -1.560  0.867  -0.134
H  0.869  0.773  1.754
H  0.756  -1.482  0.447
H  1.382  0.127  -1.484
H  -1.629  -1.202  -0.390
H  -1.388  -0.590  1.262
H  -1.227  1.029  -1.028

## Properties
SMILES string ... O=C[C@H](O)CO
E_HOMO ... -10.511 eV
Energy relative to the best compared isomer or geometry (same formula, charge and spin) ... 124.2 kJ/mol
Gap between HOMO and LUMO ... 11.3 eV

***

This record from the Open Molecules 2025 dataset describes a single C3H6O3 molecule at a distorted geometry. The level of theory is ωB97M-V/def2-TZVPD.

CARTESIAN COORDINATES (ANGSTROEM)
C  1.656  -1.068  0.344
C  0.915  -0.034  -0.015
C  -1.413  0.252  -0.638
O  1.045  1.209  0.487
O  -1.758  0.073  0.728
O  -0.102  -0.214  -0.863
H  1.332  -2.016  -0.185
H  2.272  -1.041  1.152
H  -2.023  -0.253  -1.424
H  -1.472  1.340  -0.849
H  0.487  1.856  0.082
H  -0.939  -0.103  1.181

## Properties
Expectation value of S² ... 2.01
E_HOMO (spin up / spin down) ... -4.554 / -10.728 eV
Energy relative to the best compared isomer or geometry (same formula, charge and spin) ... 116.2 kJ/mol
2S+1 ... 3
Gap between HOMO and LUMO (spin up / spin down) ... 5.2 / 9.1 eV

***

This record from the Open Molecules 2025 dataset describes 2 unconnected molecules or ions with the total composition C3H6O3P at a distorted geometry. The level of theory is ωB97M-V/def2-TZVPD.

CARTESIAN COORDINATES (ANGSTROEM)
C  -0.979  -1.033  0.075
C  -0.427  1.448  0.032
C  -1.429  0.374  -0.435
O  2.075  -1.717  -0.470
O  -1.780  -1.731  0.541
O  3.602  -0.415  1.129
P  3.409  -1.616  0.258
H  0.056  -1.379  0.099
H  -0.295  1.463  1.137
H  0.494  1.310  -0.524
H  -0.818  2.512  -0.280
H  -1.475  0.261  -1.524
H  -2.433  0.522  -0.039

## Properties
Expectation value of S² ... 2.01
Charge ... -1
E_HOMO (spin up / spin down) ... -0.647 / -5.213 eV
Energy relative to the best compared isomer or geometry (same formula, charge and spin) ... 0.0 kJ/mol
2S+1 ... 3
Gap between HOMO and LUMO (spin up / spin down) ... 4.4 / 7.9 eV

***

This record from the Open Molecules 2025 dataset describes a molecular structure, C3H6O3Ru at a distorted geometry. The level of theory is ωB97M-V/def2-TZVPD.

CARTESIAN COORDINATES (ANGSTROEM)
H  1.810  -2.159  -0.085
O  0.181  -0.475  0.013
Ru  3.822  0.132  0.030
O  2.016  0.851  0.019
C  1.425  -0.232  0.078
O  2.239  -1.288  0.026
C  -0.755  0.653  -0.075
C  -2.148  0.101  0.053
H  -0.497  1.341  0.738
H  -0.581  1.138  -1.041
H  -2.320  -0.311  1.055
H  -2.855  0.924  -0.111
H  -2.336  -0.675  -0.700

## Properties
Expectation value of S² ... 8.76
Charge ... +3
E_HOMO (spin up / spin down) ... -25.252 / -24.828 eV
Energy relative to the best compared isomer or geometry (same formula, charge and spin) ... 0.0 kJ/mol
2S+1 ... 6
Gap between HOMO and LUMO (spin up / spin down) ... 11.2 / 4.8 eV

***

This record from the Open Molecules 2025 dataset describes 2 unconnected molecules or ions with the total composition C3H6O3S. The level of theory is ωB97M-V/def2-TZVPD.

CARTESIAN COORDINATES (ANGSTROEM)
O  0.968  1.665  0.585
C  1.011  0.745  -0.299
O  1.983  0.547  -1.054
C  -0.192  -0.237  -0.321
C  -0.111  -1.386  -1.340
S  -1.117  -2.860  -0.909
H  -1.080  0.366  -0.505
H  -0.247  -0.668  0.674
H  -0.412  -1.010  -2.315
H  0.939  -1.631  -1.471
H  -0.499  0.945  2.877
H  -0.319  1.819  1.638
O  -0.923  1.705  2.438

## Properties
Charge ... -2
E_HOMO ... 0.623 eV
Energy relative to the best compared isomer or geometry (same formula, charge and spin) ... 20.3 kJ/mol
Gap between HOMO and LUMO ... 5.6 eV

***

This record from the Open Molecules 2025 dataset describes a single C3H6O3S molecule at a distorted geometry. The level of theory is ωB97M-V/def2-TZVPD.

CARTESIAN COORDINATES (ANGSTROEM)
C  -1.295  -0.600  -0.922
C  0.133  0.030  -0.945
O  1.272  -0.707  -1.160
C  0.381  0.986  0.437
S  0.734  0.369  1.944
O  0.606  1.132  3.146
O  1.634  -0.729  1.811
H  -1.304  -1.348  -1.704
H  -1.498  -1.128  -0.024
H  -2.143  0.105  -1.204
H  0.097  0.930  -1.649
H  1.606  -0.887  -0.264
H  -0.224  1.848  0.536

## Properties
SMILES string ... C[C@H](O)C=S(=O)=O
E_HOMO ... -9.860 eV
Energy relative to the best compared isomer or geometry (same formula, charge and spin) ... 217.8 kJ/mol
Gap between HOMO and LUMO ... 9.1 eV

***

This record from the Open Molecules 2025 dataset describes a single C3H6O3S molecule at a distorted geometry. The level of theory is ωB97M-V/def2-TZVPD.

CARTESIAN COORDINATES (ANGSTROEM)
O  -0.337  -1.738  -1.768
C  -0.948  -1.073  -0.977
C  -0.745  0.382  -0.821
C  0.491  0.258  0.252
O  1.743  0.051  -0.251
S  0.012  -1.024  1.487
O  1.392  -1.226  2.477
H  -1.631  -1.563  -0.240
H  -0.376  0.850  -1.716
H  -1.467  0.959  -0.369
H  0.653  1.263  0.721
H  1.650  -0.540  -1.106
H  1.780  -2.087  2.494

## Properties
SMILES string ... O=CC[C@H](O)SO
E_HOMO ... -9.078 eV
Energy relative to the best compared isomer or geometry (same formula, charge and spin) ... 118.6 kJ/mol
Gap between HOMO and LUMO ... 9.5 eV

***

This record from the Open Molecules 2025 dataset describes a single C3H6O3S2 molecule at a distorted geometry. The level of theory is ωB97M-V/def2-TZVPD.

CARTESIAN COORDINATES (ANGSTROEM)
O  -0.146  1.156  -2.043
S  0.102  1.013  -0.644
O  0.053  2.171  0.261
C  -1.192  -0.046  -0.073
C  -0.828  -0.947  1.194
O  -1.584  -1.995  1.621
C  0.693  -1.362  0.881
S  1.550  -0.447  -0.362
H  -2.190  0.557  0.378
H  -1.464  -0.510  -0.972
H  -0.787  -0.212  2.045
H  -2.543  -1.523  1.862
H  0.710  -2.320  0.336
H  1.226  -1.577  1.717

## Properties
SMILES string ... O=S1(=O)C[C@@H](O)CS1
E_HOMO ... -9.870 eV
Energy relative to the best compared isomer or geometry (same formula, charge and spin) ... 186.3 kJ/mol
Gap between HOMO and LUMO ... 9.9 eV

***

This record from the Open Molecules 2025 dataset describes a molecular structure, C3H6O3Sc at a distorted geometry. The level of theory is ωB97M-V/def2-TZVPD.

CARTESIAN COORDINATES (ANGSTROEM)
O  0.124  1.026  2.011
Sc  0.275  -0.736  1.267
C  1.588  -1.513  -1.589
O  0.752  -0.703  -0.755
C  0.105  0.381  -1.410
C  -1.003  0.808  -0.480
O  -1.601  1.810  -0.310
H  1.845  -2.407  -1.013
H  1.038  -1.787  -2.498
H  2.499  -0.955  -1.841
H  -0.330  0.054  -2.367
H  0.804  1.220  -1.563
H  -0.651  1.446  2.388

## Properties
Expectation value of S² ... 0.76
Charge ... +2
E_HOMO (spin up / spin down) ... -18.092 / -20.807 eV
Energy relative to the best compared isomer or geometry (same formula, charge and spin) ... 0.0 kJ/mol
2S+1 ... 2
Gap between HOMO and LUMO (spin up / spin down) ... 7.4 / 9.6 eV

***

This record from the Open Molecules 2025 dataset describes a molecular structure, C3H6O3Tl at a distorted geometry. The level of theory is ωB97M-V/def2-TZVPD.

CARTESIAN COORDINATES (ANGSTROEM)
C  1.639  -0.626  -0.570
C  0.599  -0.903  0.223
O  0.073  0.160  0.963
C  -0.440  -0.133  2.146
O  -1.391  0.791  2.195
Tl  -0.692  2.446  0.889
H  2.152  -1.459  -1.050
H  1.911  0.404  -0.804
H  0.385  -1.889  0.636
H  -2.311  0.284  2.235
H  0.173  0.381  -2.343
O  -0.766  0.023  -2.558
H  -1.333  0.522  -1.962

## Properties
Expectation value of S² ... 0.77
Charge ... +2
E_HOMO (spin up / spin down) ... -19.508 / -18.917 eV
Energy relative to the best compared isomer or geometry (same formula, charge and spin) ... 237.8 kJ/mol
2S+1 ... 2
Gap between HOMO and LUMO (spin up / spin down) ... 9.4 / 5.0 eV

***

This record from the Open Molecules 2025 dataset describes a single C3H6O4 molecule at a distorted geometry. The level of theory is ωB97M-V/def2-TZVPD.

CARTESIAN COORDINATES (ANGSTROEM)
C  1.117  -0.352  -0.692
C  -0.057  -0.899  -1.457
O  -0.573  -2.124  -1.080
O  -1.253  0.274  -0.965
C  -1.106  0.594  0.279
O  -0.426  -0.095  1.058
O  -1.053  1.914  0.429
H  1.564  -1.116  -1.602
H  1.338  0.685  -0.980
H  1.479  -0.966  0.139
H  -0.042  -0.789  -2.546
H  -1.510  -2.148  -0.869
H  -1.843  2.199  0.905

## Properties
SMILES string ... C[C@@H](O)OC(=O)O
E_HOMO ... -9.948 eV
Energy relative to the best compared isomer or geometry (same formula, charge and spin) ... 357.8 kJ/mol
Gap between HOMO and LUMO ... 10.6 eV